1.
Formula: C37H44InN8OPS3
Source: the Open Molecules 2025 dataset
Level of theory: ωB97M-V/def2-TZVPD

The geometry in XYZ format:
```
95
Properties=species:S:1:pos:R:3:forces:R:3:lowdin_charge:R:1
In 0.949 1.301 -1.278 0.260 0.844 -0.017 0.412
N 0.160 1.802 2.759 0.008 -0.238 0.191 0.085
C -0.062 0.953 3.824 -0.011 0.063 -0.134 -0.322
C -0.012 1.458 5.135 -0.006 0.049 -0.045 -0.042
C -0.236 0.639 6.219 -0.031 -0.067 0.005 -0.095
C -0.527 -0.713 6.036 -0.020 0.020 0.013 -0.100
C -0.562 -1.219 4.750 0.033 0.032 0.022 -0.108
C -0.307 -0.419 3.633 0.067 -0.056 -0.152 -0.310
P -0.331 -1.126 1.919 -0.083 -0.083 0.378 1.132
C -2.092 -1.685 1.951 0.049 0.031 -0.055 -0.354
C -3.027 -0.690 1.656 0.050 -0.030 -0.021 -0.108
C -4.388 -0.936 1.760 0.021 0.009 -0.014 -0.086
C -4.840 -2.191 2.151 0.070 -0.006 0.023 -0.092
C -3.919 -3.191 2.431 0.017 0.038 -0.037 -0.082
C -2.555 -2.941 2.335 -0.039 -0.025 -0.057 -0.092
C 0.640 -2.675 2.157 0.005 -0.003 0.023 -0.369
C 1.685 -2.750 3.081 -0.079 0.004 -0.014 -0.112
C 2.465 -3.894 3.186 0.012 0.038 -0.035 -0.089
C 2.222 -4.988 2.366 -0.038 0.071 0.017 -0.094
C 1.201 -4.921 1.428 -0.035 0.044 -0.080 -0.084
C 0.428 -3.772 1.318 0.029 0.037 0.056 -0.114
H 0.209 2.788 2.930 0.040 0.095 0.041 0.074
H -0.203 1.557 1.854 -0.051 -0.007 -0.131 -0.006
H 0.193 2.516 5.277 -0.010 -0.074 0.007 0.108
H -0.202 1.054 7.221 0.010 -0.006 -0.060 0.102
H -0.731 -1.354 6.887 0.031 0.031 -0.066 0.097
H -0.781 -2.272 4.604 0.005 0.041 -0.032 0.106
H -2.667 0.288 1.347 -0.048 -0.050 -0.004 0.075
H -5.103 -0.152 1.532 0.056 -0.029 0.022 0.096
H -5.901 -2.386 2.246 0.016 0.002 -0.035 0.100
H -4.264 -4.172 2.736 0.014 0.013 -0.003 0.101
H -1.856 -3.738 2.558 0.010 0.038 0.043 0.096
H 1.879 -1.909 3.736 -0.003 -0.028 -0.006 0.103
H 3.267 -3.930 3.916 -0.060 -0.005 -0.024 0.103
H 2.820 -5.886 2.460 0.014 0.002 -0.013 0.099
H 1.005 -5.764 0.772 0.014 0.068 0.065 0.103
H -0.365 -3.730 0.583 -0.050 -0.007 -0.073 0.082
C 2.261 5.047 -3.397 -0.108 -0.077 0.085 -0.137
C 1.596 4.234 -2.297 0.301 0.176 0.062 -0.778
S 0.270 3.206 -2.817 -0.119 -0.439 -0.122 0.596
C 2.054 4.248 -1.029 0.184 0.102 -0.208 -0.787
C 3.287 5.025 -0.620 -0.147 -0.071 -0.021 -0.127
S 1.337 3.286 0.251 0.088 -0.323 0.058 0.620
H 1.693 4.967 -4.322 0.009 0.009 0.029 0.047
H 3.278 4.695 -3.599 -0.054 -0.002 0.004 0.079
H 2.321 6.104 -3.126 0.003 -0.042 -0.024 0.075
H 3.758 5.537 -1.460 -0.045 -0.024 0.061 0.058
H 4.014 4.340 -0.177 0.006 0.021 -0.004 0.069
H 3.042 5.768 0.143 0.007 -0.006 -0.002 0.072
N -1.043 -2.103 -1.754 0.052 -0.011 0.023 -0.029
C -1.987 -3.062 -1.735 0.097 -0.058 0.012 -0.112
C -3.202 -2.422 -1.684 -0.052 0.143 0.032 -0.069
C -2.868 -1.057 -1.691 0.000 0.162 -0.106 -0.168
N -1.551 -0.866 -1.747 -0.293 -0.275 0.026 0.045
H -0.041 -2.202 -1.861 0.035 -0.008 -0.038 0.060
H -1.737 -4.111 -1.777 0.039 0.113 0.043 0.117
H -4.184 -2.865 -1.633 0.089 0.023 -0.012 0.094
H -3.541 -0.210 -1.673 0.076 -0.090 0.041 0.091
C 0.164 1.774 -6.452 -0.020 -0.041 -0.003 -0.035
C 0.232 0.459 -5.733 0.029 0.118 0.053 -0.326
C -0.397 -0.683 -6.216 -0.061 -0.158 0.003 -0.020
C -0.257 -1.836 -5.468 0.091 0.027 0.134 -0.125
N 0.437 -1.882 -4.328 0.028 0.110 0.029 0.048
C 0.989 -0.730 -3.933 -0.172 0.042 -0.335 -0.790
S 1.926 -0.738 -2.423 -0.613 0.268 0.242 0.636
N 0.922 0.426 -4.596 0.118 -0.140 0.049 0.082
H 0.113 1.630 -7.531 -0.010 0.007 0.027 0.077
H 1.029 2.380 -6.193 -0.013 -0.005 0.016 0.076
H -0.727 2.324 -6.137 0.041 -0.020 0.014 0.083
H -0.964 -0.674 -7.138 0.039 0.005 0.056 0.108
H -0.721 -2.768 -5.783 0.064 0.048 0.007 0.108
C -3.495 2.982 0.804 -0.046 -0.020 -0.129 -0.020
N -3.281 2.553 -0.569 0.108 -0.103 0.077 -0.158
C -4.377 2.709 -1.507 0.070 0.050 0.045 -0.041
C -2.139 1.958 -0.939 -0.119 0.245 0.100 -0.384
O -1.219 1.690 -0.165 0.050 -0.411 -0.140 -0.190
H -3.716 4.050 0.824 -0.009 0.003 -0.010 0.097
H -2.593 2.796 1.377 0.052 -0.023 0.030 0.082
H -4.332 2.441 1.251 0.011 -0.024 0.003 0.089
H -4.834 3.690 -1.378 0.034 0.030 -0.023 0.091
H -5.146 1.950 -1.347 -0.025 -0.013 0.026 0.088
H -4.008 2.632 -2.527 0.025 -0.026 -0.002 0.095
H -2.080 1.738 -2.008 -0.012 -0.067 0.007 0.106
C 5.901 -1.843 0.254 -0.150 0.121 0.015 -0.011
N 4.825 -0.881 0.444 0.159 -0.067 -0.005 -0.123
C 4.099 -0.691 1.599 -0.016 0.069 -0.014 -0.063
C 3.158 0.250 1.301 0.026 0.144 -0.130 -0.145
N 3.291 0.638 -0.018 -0.001 -0.390 0.052 -0.031
C 4.297 -0.065 -0.495 -0.041 0.077 0.151 -0.223
H 6.543 -1.856 1.132 0.010 0.036 0.023 0.089
H 6.496 -1.552 -0.608 -0.017 0.030 -0.017 0.090
H 5.502 -2.842 0.089 -0.042 -0.020 -0.001 0.092
H 4.325 -1.225 2.509 -0.034 0.036 -0.119 0.115
H 2.411 0.700 1.942 0.068 -0.046 -0.076 0.080
H 4.676 -0.010 -1.506 -0.058 -0.070 0.109 0.121
```
Positions in Å, forces in eV/Å.

Summary:
Energy above the lowest of the compared OMol25 structures with the same formula, charge and spin in kJ/mol: 158.2
Highest occupied orbital energy in eV: -6.47

2.
Formula: C37H45BrCaN2O4P
Source: the Open Molecules 2025 dataset
Level of theory: ωB97M-V/def2-TZVPD

The geometry in XYZ format:
```
91
Properties=species:S:1:pos:R:3:forces:R:3:lowdin_charge:R:1
Ca -0.071 -0.113 -0.131 0.194 -0.079 -0.065 1.333
C 4.382 0.503 -3.469 0.044 0.000 0.013 -0.129
C 4.911 -0.096 -2.327 -0.034 -0.008 -0.007 -0.105
C 4.103 -0.773 -1.433 -0.016 -0.006 -0.084 -0.058
C 2.712 -0.884 -1.646 -0.016 0.046 0.223 -0.334
C 2.200 -0.279 -2.808 0.028 -0.003 -0.006 -0.060
C 3.018 0.405 -3.698 -0.044 -0.041 0.059 -0.119
N 1.834 -1.426 -0.725 -0.250 0.036 -0.027 -0.094
C 2.145 -2.569 -0.023 0.054 0.028 0.081 -0.313
C 3.088 -3.536 -0.433 -0.071 0.018 0.058 -0.051
C 3.297 -4.693 0.303 0.002 0.029 -0.040 -0.119
C 2.584 -4.951 1.466 -0.012 -0.011 0.017 -0.135
C 1.643 -4.015 1.884 0.037 0.038 -0.035 -0.110
C 1.434 -2.853 1.166 0.066 0.025 -0.100 -0.048
H 5.023 1.034 -4.162 -0.006 -0.006 0.008 0.085
H 5.974 -0.018 -2.124 -0.006 -0.001 -0.002 0.094
H 4.528 -1.209 -0.536 0.000 0.012 -0.024 0.108
H 1.138 -0.382 -3.013 -0.004 -0.018 0.009 0.081
H 2.583 0.850 -4.586 0.004 0.011 0.005 0.091
H 3.643 -3.381 -1.350 -0.007 0.012 0.010 0.099
H 4.028 -5.411 -0.052 -0.006 -0.001 0.012 0.091
H 2.755 -5.859 2.032 -0.004 0.010 -0.005 0.083
H 1.073 -4.181 2.791 0.005 0.002 0.007 0.097
H 0.716 -2.132 1.552 0.011 -0.005 0.014 0.087
Br -5.213 -3.471 4.546 0.005 0.002 -0.024 0.712
C -4.734 -3.344 2.715 -0.003 0.003 0.004 -0.665
C -5.390 -4.135 1.784 0.044 0.034 -0.008 -0.202
N -5.100 -4.096 0.487 -0.050 -0.049 -0.021 0.067
C -4.142 -3.263 0.088 0.032 0.027 -0.037 -0.076
C -3.442 -2.435 0.953 0.078 0.109 0.090 -0.103
C -3.743 -2.474 2.306 -0.046 -0.035 0.033 -0.042
C -2.362 -1.503 0.463 0.139 0.203 -0.001 -0.646
O -1.806 -0.758 1.323 -0.107 -0.242 -0.132 -0.146
O -2.058 -1.511 -0.755 0.050 0.072 0.118 -0.093
H -6.169 -4.819 2.099 0.006 0.007 -0.012 0.096
H -3.904 -3.239 -0.969 -0.022 -0.020 0.022 0.118
H -3.203 -1.836 2.993 0.000 -0.005 -0.005 0.116
C -1.438 0.530 -4.484 0.032 -0.012 0.021 -0.124
C -0.749 1.783 -3.935 -0.074 0.051 0.077 -0.550
C -0.979 2.990 -4.843 -0.004 -0.021 0.044 -0.107
P -1.142 1.908 -2.122 0.025 -0.007 0.038 1.042
C -0.528 3.541 -1.498 -0.028 0.025 -0.053 -0.545
C 0.955 3.649 -1.869 -0.039 -0.014 0.040 -0.118
C -1.288 4.824 -1.833 0.028 -0.065 -0.009 -0.106
C -2.990 1.850 -1.932 0.041 0.070 0.018 -0.542
C -3.312 2.176 -0.469 0.004 -0.044 -0.035 -0.110
C -3.884 2.642 -2.886 0.050 0.001 0.033 -0.110
H -1.034 0.277 -5.467 -0.005 -0.006 0.010 0.078
H -2.513 0.688 -4.597 0.029 -0.026 0.000 0.064
H -1.297 -0.330 -3.825 -0.007 -0.006 -0.024 0.068
H 0.328 1.587 -3.920 0.031 -0.020 -0.012 0.065
H -2.015 3.326 -4.828 -0.056 0.011 -0.004 0.060
H -0.730 2.726 -5.876 0.000 -0.001 0.014 0.077
H -0.348 3.831 -4.559 -0.020 0.027 -0.001 0.053
H -0.559 3.395 -0.413 0.016 -0.007 0.017 0.083
H 1.094 3.826 -2.939 0.025 -0.014 0.038 0.063
H 1.498 2.742 -1.595 0.035 0.003 -0.011 0.064
H 1.411 4.480 -1.327 -0.007 -0.009 -0.001 0.083
H -1.354 5.002 -2.905 -0.003 0.014 -0.067 0.059
H -0.768 5.676 -1.385 -0.005 -0.015 -0.004 0.079
H -2.299 4.814 -1.428 -0.017 0.011 -0.022 0.051
H -3.204 0.786 -2.079 0.006 -0.036 0.022 0.091
H -3.166 3.237 -0.255 0.003 -0.041 0.018 0.068
H -2.686 1.608 0.224 -0.016 0.010 0.035 0.059
H -4.354 1.932 -0.251 0.004 -0.006 -0.001 0.082
H -3.661 3.708 -2.868 0.010 0.052 0.007 0.062
H -4.930 2.516 -2.594 0.013 0.000 0.001 0.077
H -3.789 2.294 -3.914 0.004 0.024 -0.029 0.051
C 2.302 -2.572 5.535 -0.016 0.018 -0.015 -0.063
C 1.881 -1.388 4.703 -0.002 0.019 -0.054 -0.282
C 2.755 -0.819 3.785 -0.051 -0.056 0.015 -0.022
C 2.383 0.264 2.998 0.045 0.063 -0.042 -0.206
C 3.350 0.809 1.976 -0.058 -0.015 -0.021 -0.027
C 1.109 0.816 3.158 -0.060 0.030 0.080 -0.073
C 0.219 0.273 4.088 -0.036 0.017 0.056 -0.204
C -1.157 0.861 4.276 0.024 -0.070 0.011 -0.037
C 0.614 -0.832 4.837 0.030 0.002 0.002 -0.016
C 0.659 1.975 2.280 0.147 -0.167 -0.156 -0.640
O 0.383 3.064 2.767 0.002 -0.007 0.062 0.039
O 0.610 1.670 1.031 -0.217 -0.006 -0.203 -0.228
H 3.057 -3.163 5.015 -0.007 0.004 0.008 0.070
H 1.454 -3.223 5.754 0.007 0.015 -0.002 0.071
H 2.725 -2.250 6.490 0.006 -0.015 -0.008 0.074
H 3.741 -1.254 3.650 -0.006 0.008 0.001 0.116
H 4.360 0.448 2.172 -0.006 -0.001 0.015 0.076
H 3.362 1.901 1.980 -0.016 -0.017 -0.010 0.088
H 3.065 0.493 0.969 0.030 0.014 0.041 0.060
H -1.695 0.887 3.328 -0.028 0.009 -0.036 0.068
H -1.095 1.885 4.646 0.021 0.005 -0.020 0.080
H -1.737 0.262 4.981 0.027 0.006 -0.014 0.071
H -0.087 -1.267 5.543 0.000 0.004 -0.012 0.110
```
Positions in Å, forces in eV/Å.

Summary:
Energy above the lowest of the compared OMol25 structures with the same formula, charge and spin in kJ/mol: 5.7
Net charge: -1
Highest occupied orbital energy in eV: -4.14